Arrangement i

{
  "formula": "C7H10N",
  "method": "wB97M-V/def2-TZVPD",
  "symbols": ["C", "C", "C", "C", "C", "C", "C", "N", "H", "H", "H", "H", "H", "H", "H", "H", "H", "H"],
  "xyz": [[-0.454, -0.347, -0.340], [0.960, -0.868, -0.662], [-0.158, 0.284, -3.010], [1.057, 0.001, -1.870], [-0.428, 1.268, 1.520], [-0.298, 0.386, -1.618], [-0.585, 0.362, 2.657], [-0.291, 0.906, 0.335], [-1.279, -0.850, 0.059], [1.624, -0.567, 0.002], [0.970, -2.036, -0.937], [0.025, 1.211, -3.618], [-0.685, -0.569, -3.550], [2.011, 0.458, -2.203], [-0.259, 2.198, 1.892], [-1.543, 0.554, 3.354], [0.167, 0.476, 3.380], [-0.756, -0.599, 2.160]],
  "mulliken_charge": [-0.4025, -0.7772, -0.4766, -0.1420, 0.1144, 0.4629, -0.9812, -0.4375, 0.6827, 0.3536, 0.3000, 0.3039, 0.2560, 0.3881, 0.4748, 0.2958, 0.2998, 0.2849],
  "homo_lumo_gap_ev": [8.34, 8.34],
  "lumo_energy_ev": [-5.21, -5.21],
  "total_charge": 1,
  "homo_energy_ev": [-13.5, -13.5]
}



Arrangement ii

{
  "formula": "C7H10N",
  "method": "wB97M-V/def2-TZVPD",
  "symbols": ["C", "C", "C", "C", "C", "C", "C", "N", "H", "H", "H", "H", "H", "H", "H", "H", "H", "H"],
  "xyz": [[1.555, 0.497, -1.658], [2.230, -0.769, -1.155], [-2.694, 0.954, 2.501], [-0.813, 0.988, 0.710], [0.033, -0.235, 0.612], [-1.795, 1.021, 1.592], [0.936, -0.405, -0.620], [-0.319, -1.186, -0.659], [1.852, 1.555, -1.429], [1.211, 0.270, -2.566], [2.307, -1.632, -1.762], [3.157, -0.561, -0.686], [-3.692, 0.640, 2.156], [-2.450, 1.079, 3.602], [-0.850, 1.650, -0.162], [0.474, -0.759, 1.512], [0.001, -2.165, -0.723], [-1.144, -0.942, -1.266]],
  "mulliken_charge": [-0.6667, -0.4202, -0.6974, -0.5176, 0.1115, 0.2157, 0.1464, -0.2533, 0.2570, 0.3169, 0.2659, 0.2620, 0.2548, 0.2618, 0.3636, 0.4404, 0.3193, 0.3399],
  "homo_lumo_gap_ev": 10.19,
  "lumo_energy_ev": -3.50,
  "smiles": "C=C=C[C@H]1[NH2+]C12CC2",
  "total_charge": 1,
  "homo_energy_ev": -13.7
}



Arrangement iii

{
  "formula": "C7H10N",
  "method": "wB97M-V/def2-TZVPD",
  "symbols": ["C", "C", "C", "C", "C", "C", "C", "N", "H", "H", "H", "H", "H", "H", "H", "H", "H", "H"],
  "xyz": [[0.813, 0.840, 0.938], [1.469, 1.440, 1.836], [2.024, -0.891, -0.887], [-2.008, -0.488, -0.662], [-1.052, 0.675, -1.046], [-1.148, -0.779, 0.553], [-0.060, 0.200, 0.014], [1.108, -0.455, -0.182], [2.477, 1.277, 2.244], [1.036, 2.201, 2.413], [1.922, -1.220, -1.924], [2.962, -1.088, -0.545], [-3.112, -0.203, -0.503], [-2.198, -1.324, -1.302], [-0.662, 0.658, -2.034], [-1.344, 1.683, -0.856], [-1.432, -0.755, 1.637], [-0.796, -1.771, 0.306]],
  "mulliken_charge": [-0.1968, -0.8771, -0.1836, -0.4528, -0.9020, -0.9096, 1.7941, -0.2425, 0.2814, 0.2945, 0.2577, 0.3036, 0.2564, 0.3098, 0.3081, 0.3278, 0.3546, 0.2762],
  "homo_lumo_gap_ev": 10.12,
  "lumo_energy_ev": -4.75,
  "smiles": "C=C1[N+](=C)C12CCC2",
  "total_charge": 1,
  "homo_energy_ev": -14.9
}



Arrangement iv

{
  "formula": "C7H10N",
  "method": "wB97M-V/def2-TZVPD",
  "symbols": ["C", "C", "C", "C", "C", "C", "C", "N", "H", "H", "H", "H", "H", "H", "H", "H", "H", "H"],
  "xyz": [[-0.515, -1.771, -0.332], [0.055, -2.814, -0.848], [-1.834, -1.066, 0.018], [0.177, 0.017, 1.447], [0.483, 0.557, 0.029], [-0.101, 1.918, -0.193], [1.717, -0.042, -0.734], [-0.516, -0.507, 0.244], [-2.400, -0.715, -0.779], [-2.325, -1.302, 0.946], [0.587, -0.847, 1.853], [-0.515, 0.434, 2.259], [-0.451, 1.801, -1.215], [0.637, 2.618, -0.352], [-0.865, 2.156, 0.521], [1.944, -0.988, -0.437], [2.480, 0.657, -0.562], [1.443, -0.106, -1.866]],
  "mulliken_charge": [0.3194, -0.5994, -0.1134, -0.8251, 1.0553, -1.3354, -1.5434, 0.3967, 0.3059, 0.2429, 0.4038, 0.2723, 0.3826, 0.4376, 0.3403, 0.4681, 0.4463, 0.3456],
  "homo_lumo_gap_ev": 9.43,
  "lumo_energy_ev": -5.84,
  "total_charge": 1,
  "homo_energy_ev": -15.3
}



Most stable: arrangement ii. Least stable: arrangement iv.



Arrangement i

{
  "formula": "H2N3O2",
  "method": "wB97M-V/def2-TZVPD",
  "symbols": ["N", "N", "N", "O", "O", "H", "H"],
  "xyz": [[-2.386, -1.596, 2.741], [-3.381, -1.730, 2.272], [-2.568, -0.093, -0.275], [-1.981, 0.856, 0.301], [-3.771, -0.029, -0.594], [-0.100, 0.587, -1.656], [0.708, 0.657, -1.732]],
  "mulliken_charge": [-0.0199, 0.0139, -0.0461, -0.4644, -0.4858, -0.1710, 0.1732],
  "homo_lumo_gap_ev": 8.12,
  "lumo_energy_ev": 5.51,
  "total_charge": -1,
  "homo_energy_ev": -2.6
}



Arrangement ii

{
  "formula": "H2N3O2",
  "method": "wB97M-V/def2-TZVPD",
  "symbols": ["N", "N", "N", "O", "O", "H", "H"],
  "xyz": [[0.687, 1.029, 0.034], [-1.840, 0.405, -0.253], [1.327, -0.014, 0.180], [2.573, 0.295, 0.184], [0.930, -1.164, 0.331], [-2.242, -0.158, 0.446], [-1.436, -0.393, -0.921]],
  "mulliken_charge": [-0.5920, -0.4918, 1.1011, -0.7211, -0.7035, 0.1896, 0.2178],
  "homo_lumo_gap_ev": [7.39, 8.78],
  "lumo_energy_ev": [3.67, 4.80],
  "total_charge": -1,
  "homo_energy_ev": [-3.7, -4.0]
}



Most stable: arrangement i. Least stable: arrangement ii.